Entry 1:
C28H72F6N6O15PS6 | ωB97M-V/def2-TZVPD

ORCA input file:
```
! wB97M-V def2-TZVPD RIJCOSX def2/J DEFGRID3
* xyz 2 2
C -0.236 0.391 2.324
C -0.991 0.774 1.034
C -0.073 1.045 -0.122
O 0.772 2.218 0.064
C 0.171 3.477 0.278
N -2.001 -0.280 0.680
H -1.462 -1.123 0.541
H -2.589 -0.440 1.484
H -2.611 -0.122 -0.110
H 0.327 -0.516 2.105
H -0.737 0.246 3.281
H 0.428 1.197 2.638
H -1.784 1.502 1.207
H -0.547 1.228 -1.086
H 0.652 0.231 -0.138
H -0.575 3.691 -0.487
H 0.874 4.300 0.157
H -0.382 3.479 1.218
C -5.174 -4.372 4.077
C -5.993 -3.196 3.449
C -6.743 -2.235 4.374
O -7.490 -1.344 3.593
C -8.265 -0.493 4.417
N -5.136 -2.366 2.380
H -5.760 -1.887 1.746
H -4.492 -1.730 2.829
H -4.653 -3.026 1.787
H -4.344 -4.130 4.741
H -4.954 -5.215 3.422
H -5.930 -4.820 4.723
H -6.861 -3.541 2.888
H -6.116 -1.672 5.065
H -7.426 -2.777 5.029
H -7.583 0.108 5.020
H -8.919 -1.103 5.040
H -8.883 0.155 3.796
C -1.965 -4.969 -2.462
C -2.545 -3.564 -2.839
C -3.773 -3.547 -3.753
O -4.249 -2.224 -4.088
C -5.658 -2.177 -4.274
N -2.927 -2.896 -1.480
H -3.637 -3.406 -0.974
H -2.042 -2.898 -0.993
H -3.146 -1.911 -1.527
H -1.004 -4.895 -1.954
H -1.801 -5.341 -3.474
H -2.658 -5.691 -2.030
H -1.822 -2.887 -3.294
H -4.526 -4.117 -3.209
H -3.663 -3.995 -4.741
H -6.185 -2.529 -3.387
H -5.962 -2.744 -5.153
H -5.983 -1.163 -4.504
C 0.988 0.644 -4.150
C 2.497 0.992 -4.114
C 3.086 1.226 -2.711
C 4.597 1.486 -2.820
P 5.380 2.099 -1.196
C 7.140 1.701 -1.044
C 7.495 0.166 -1.069
C 9.058 -0.218 -1.017
C 9.675 -0.349 -2.396
C 5.175 3.976 -1.227
C 3.787 4.587 -1.553
C 3.624 6.049 -1.217
C 2.364 6.640 -1.709
C 4.497 1.363 0.183
C 4.853 1.748 1.601
C 3.998 0.948 2.613
C 4.430 1.110 4.091
H 0.485 1.365 -3.505
H 0.800 -0.345 -3.733
H 0.531 0.616 -5.139
H 2.701 1.889 -4.699
H 3.020 0.141 -4.551
H 2.911 0.401 -2.020
H 2.671 2.137 -2.280
H 4.752 2.194 -3.635
H 5.091 0.562 -3.121
H 7.494 2.195 -0.139
H 7.577 2.239 -1.885
H 7.064 -0.527 -1.792
H 7.043 -0.184 -0.141
H 9.044 -1.217 -0.581
H 9.585 0.378 -0.272
H 10.744 -0.420 -2.192
H 9.521 0.494 -3.070
H 9.387 -1.301 -2.841
H 5.937 4.373 -1.898
H 5.557 4.258 -0.246
H 2.958 4.083 -1.055
H 3.683 4.485 -2.633
H 4.446 6.663 -1.585
H 3.766 6.135 -0.140
H 2.399 7.728 -1.657
H 1.507 6.259 -1.153
H 2.121 6.304 -2.717
H 4.505 0.286 0.020
H 3.427 1.525 0.046
H 4.737 2.802 1.851
H 5.907 1.552 1.801
H 3.976 -0.117 2.379
H 2.963 1.291 2.590
H 5.445 0.839 4.383
H 3.772 0.510 4.720
H 4.369 2.189 4.237
N -3.309 -0.600 3.680
S -2.892 -0.965 5.019
O -3.958 -1.531 5.882
O -1.754 -0.259 5.667
F -2.149 -2.317 4.631
S -3.776 1.014 4.063
O -2.743 1.973 3.682
O -4.608 1.168 5.295
F -4.769 1.098 2.800
N -0.607 -2.681 0.100
S -0.436 -3.780 1.008
O 0.687 -3.863 2.009
O -0.904 -5.084 0.572
F -1.618 -3.233 2.003
S 1.008 -2.713 -0.565
O 1.337 -3.958 -1.166
O 2.091 -1.970 0.057
F 0.705 -1.816 -1.955
N -3.566 -0.021 -1.626
S -3.287 1.025 -2.670
O -2.624 2.226 -2.186
O -4.248 1.126 -3.831
F -2.039 0.309 -3.452
S -5.149 0.526 -1.287
O -6.311 0.041 -1.966
O -5.212 1.908 -0.820
F -5.374 -0.276 0.137
*
```

Computed properties:
frontier orbital gap (spin up / spin down) = 7.856 / 1.755 eV
molar mass = 1070.28 g/mol
highest occupied orbital energy (spin up / spin down) = -13.6 / -13.6 eV
total energy = -5895.908812 a.u.


Entry 2:
C35H78ClFN10O13S | ωB97M-V/def2-TZVPD

ORCA input file:
```
! wB97M-V def2-TZVPD RIJCOSX def2/J DEFGRID3
* xyz 0 1
C 3.453 2.745 -3.181
C 2.970 3.078 -4.625
C 1.814 2.199 -5.166
Cl 1.684 2.610 -6.965
N 1.944 0.764 -5.070
C 1.548 0.089 -3.831
C 0.240 0.575 -3.159
C -1.054 0.353 -3.986
O -1.476 1.590 -4.609
C -2.807 1.590 -4.807
C -3.622 2.907 -4.756
O -3.405 0.622 -5.015
S 3.238 0.065 -5.818
O 4.217 0.940 -6.384
O 3.896 -0.817 -4.871
F 2.648 -0.906 -6.978
H 4.435 3.245 -3.022
H 3.633 1.678 -2.979
H 2.752 3.245 -2.457
H 2.586 4.122 -4.602
H 3.851 3.133 -5.294
H 0.874 2.620 -4.766
H 2.323 0.049 -3.037
H 1.386 -0.983 -4.087
H 0.324 1.649 -2.898
H 0.131 0.019 -2.213
H -0.984 -0.444 -4.745
H -1.842 0.048 -3.266
H -3.915 3.225 -5.775
H -4.556 2.766 -4.190
H -3.059 3.723 -4.268
C 5.926 -5.737 -3.655
O 5.919 -6.938 -3.817
N 5.930 -4.828 -4.642
C 5.940 -3.399 -4.379
C 5.925 -5.289 -6.018
H 5.930 -5.286 -2.650
H 5.054 -2.946 -4.823
H 6.835 -2.962 -4.827
H 5.944 -3.201 -3.309
H 5.035 -5.896 -6.193
H 6.807 -5.908 -6.195
H 5.930 -4.443 -6.701
C 0.717 2.651 0.021
O 1.079 2.867 -1.125
N 1.271 1.750 0.846
C 0.787 1.552 2.197
C 2.385 0.945 0.372
H -0.120 3.200 0.478
H 1.597 1.754 2.901
H 0.456 0.517 2.313
H -0.046 2.220 2.410
H 3.208 1.600 0.079
H 2.065 0.373 -0.504
H 2.718 0.263 1.154
C 3.317 -2.342 2.425
O 3.645 -1.192 2.215
N 3.362 -3.339 1.531
C 2.948 -4.689 1.868
C 3.838 -3.062 0.186
H 2.939 -2.665 3.408
H 3.785 -5.364 1.724
H 2.128 -4.983 1.216
H 2.618 -4.743 2.906
H 4.859 -2.680 0.236
H 3.204 -2.299 -0.271
H 3.814 -3.967 -0.416
C -2.823 -0.828 -10.133
O -2.136 -1.270 -11.023
N -2.953 -1.375 -8.910
C -3.799 -0.787 -7.887
C -2.223 -2.592 -8.608
H -3.417 0.092 -10.259
H -3.191 -0.539 -7.018
H -4.566 -1.510 -7.600
H -4.281 0.117 -8.254
H -1.153 -2.411 -8.728
H -2.522 -3.376 -9.306
H -2.427 -2.912 -7.589
C -2.384 4.066 2.671
O -1.513 4.320 1.862
N -2.495 4.619 3.884
C -3.566 4.262 4.796
C -1.508 5.609 4.302
H -3.179 3.332 2.457
H -4.148 5.156 5.030
H -3.136 3.859 5.714
H -4.223 3.515 4.352
H -1.523 6.439 3.609
H -0.517 5.159 4.283
H -1.730 5.964 5.305
C -2.557 1.782 7.732
O -3.245 2.760 7.926
N -2.964 0.663 7.108
C -2.083 -0.471 6.912
C -4.329 0.588 6.615
H -1.508 1.734 8.065
H -1.984 -0.668 5.842
H -2.510 -1.348 7.404
H -1.098 -0.273 7.330
H -4.497 1.393 5.897
H -5.019 0.717 7.450
H -4.510 -0.369 6.139
C -6.866 -1.382 7.814
O -6.203 -1.799 6.893
N -6.968 -1.968 9.020
C -7.784 -1.408 10.080
C -6.239 -3.200 9.265
H -7.456 -0.455 7.732
H -7.151 -1.190 10.943
H -8.549 -2.133 10.366
H -8.268 -0.490 9.753
H -5.172 -3.022 9.124
H -6.562 -3.958 8.550
H -6.420 -3.552 10.277
C 0.368 8.612 3.947
O 0.317 7.412 3.796
N 0.417 9.512 2.949
C 0.476 10.938 3.202
C 0.412 9.037 1.575
H 0.377 9.073 4.948
H -0.391 11.421 2.745
H 1.390 11.344 2.764
H 0.473 11.142 4.271
H -0.497 8.461 1.395
H 1.272 8.385 1.415
H 0.455 9.876 0.885
C 2.976 -7.510 0.345
O 3.465 -6.516 -0.146
N 2.501 -8.560 -0.338
C 1.930 -9.714 0.327
C 2.562 -8.541 -1.792
H 2.880 -7.629 1.439
H 2.504 -10.603 0.060
H 0.895 -9.839 0.003
H 1.951 -9.588 1.408
H 3.599 -8.442 -2.110
H 2.001 -7.682 -2.165
H 2.141 -9.457 -2.200
*
```

Computed properties:
structure (SMILES) = CC[C@@H](Cl)N(CCCOC(C)=O)S(=O)(=O)F.CN(C)C=O.CN(C)C=O.CN(C)C=O.CN(C)C=O.CN(C)C=O.CN(C)C=O.CN(C)C=O.CN(C)C=O.CN(C)C=O
frontier orbital gap = 9.198 eV
molar mass = 933.58 g/mol
relative energy (zero: lowest compared OMol25 entry of this formula, charge and spin) = 0.8060 eV
highest occupied orbital energy = -8.9 eV
total energy = -3864.287533 a.u.


Entry 3:
C20H20N2O3S | ωB97M-V/def2-TZVPD

ORCA input file:
```
! wB97M-V def2-TZVPD RIJCOSX def2/J DEFGRID3
* xyz 0 1
O -0.369 -6.263 1.111
O -1.666 -6.246 -0.977
N 1.390 1.947 -1.941
O -1.337 6.148 4.151
C 1.027 2.792 -0.924
C 1.107 0.648 -1.813
C -1.738 4.234 2.720
C 0.436 5.261 2.749
C 0.115 1.018 0.398
C -1.335 3.326 1.748
C 0.879 4.325 1.777
C -0.634 -1.935 -1.464
C 0.430 -1.938 0.733
C -1.051 -3.246 -1.247
C 0.039 -3.264 0.895
C -0.874 5.235 3.233
C 0.368 2.373 0.249
C 0.450 0.139 -0.646
C -0.005 3.346 1.314
C 0.061 -1.287 -0.451
C -0.738 -3.907 -0.066
N 1.638 -0.196 -2.805
C 2.637 -1.215 -2.338
C 1.823 0.240 -4.189
C -2.882 -5.186 1.189
S -1.359 -5.579 0.271
H -0.596 6.459 4.708
H 1.100 3.862 -1.046
H -2.773 4.199 3.093
H 1.067 6.065 3.087
H -0.413 0.628 1.266
H -2.074 2.661 1.349
H 1.874 4.409 1.354
H -0.907 -1.420 -2.378
H 0.996 -1.417 1.507
H -1.638 -3.664 -2.052
H 0.366 -3.784 1.807
H 2.258 -2.237 -2.566
H 3.572 -1.060 -2.887
H 2.802 -1.106 -1.277
H 2.199 -0.589 -4.822
H 2.497 1.082 -4.281
H 0.853 0.494 -4.646
H -3.592 -4.687 0.553
H -2.667 -4.544 2.009
H -3.336 -6.123 1.542
*
```

Computed properties:
structure (SMILES) = CN(C)c1ncc(-c2ccc(O)cc2)cc1-c1ccc(S(C)(=O)=O)cc1
frontier orbital gap = 8.193 eV
molar mass = 368.46 g/mol
relative energy (zero: lowest compared OMol25 entry of this formula, charge and spin) = 2.1247 eV
highest occupied orbital energy = -8.0 eV
total energy = -1507.510820 a.u.


Entry 4:
C4H6O2 | ωB97M-V/def2-TZVPD

ORCA input file:
```
! wB97M-V def2-TZVPD RIJCOSX def2/J DEFGRID3
* xyz 0 1
C -1.496 -0.194 -0.841
C -0.310 0.151 -0.389
C -1.459 0.721 0.373
C 1.728 -0.668 -0.460
O -1.828 0.174 1.666
O 2.402 0.505 -0.631
H -2.219 -0.819 -1.380
H -1.711 1.700 0.411
H 1.805 -1.313 -1.232
H 1.770 -1.053 0.456
H -1.069 -0.385 1.966
H 2.387 1.182 0.061
*
```

Computed properties:
frontier orbital gap = 8.736 eV
molar mass = 86.09 g/mol
relative energy (zero: lowest compared OMol25 entry of this formula, charge and spin) = 6.3317 eV
highest occupied orbital energy = -8.4 eV
total energy = -306.273611 a.u.


Entry 5:
C4H24N2O7 | ωB97M-V/def2-TZVPD

ORCA input file:
```
! wB97M-V def2-TZVPD RIJCOSX def2/J DEFGRID3
* xyz 0 1
C -0.447 -2.289 -0.155
C 0.122 -2.219 -1.614
C -0.077 -0.870 -2.327
C -2.281 -1.325 -3.084
N -1.260 -0.594 -3.158
N -1.638 -3.116 0.015
H -0.747 -1.281 0.141
H 0.337 -2.643 0.507
H 1.166 -2.535 -1.626
H -0.365 -2.949 -2.275
H 0.798 -0.540 -2.888
H -0.284 -0.101 -1.579
H -3.230 -1.075 -3.555
H -2.345 -2.232 -2.486
H -1.456 -4.100 -0.123
H -2.455 -2.767 -0.461
H 0.333 3.602 -1.919
H -0.355 2.370 -2.390
O 0.421 2.635 -1.877
H -0.699 2.875 -0.081
H -0.982 2.909 1.436
O -0.509 3.358 0.731
H 1.528 1.869 3.841
H 0.810 2.626 2.791
O 0.784 1.768 3.221
H 0.503 -1.416 3.858
H 1.156 -0.133 3.540
O 0.844 -0.637 4.312
H 2.502 2.509 -1.610
H 3.007 1.066 -1.760
O 3.154 1.881 -1.279
H -2.680 -1.949 1.773
H -3.162 -0.890 2.741
O -3.014 -1.054 1.803
H 2.320 1.154 1.649
H 3.043 1.190 0.432
O 2.973 0.596 1.200
*
```

Computed properties:
structure (SMILES) = C=NCCCN.O.O.O.O.O.O.O
frontier orbital gap = 9.682 eV
molar mass = 212.24 g/mol
relative energy (zero: lowest compared OMol25 entry of this formula, charge and spin) = 2.6323 eV
highest occupied orbital energy = -9.5 eV
total energy = -802.934225 a.u.


Entry 6:
C22H24N8Sn | ωB97M-V/def2-TZVPD

ORCA input file:
```
! wB97M-V def2-TZVPD RIJCOSX def2/J DEFGRID3
* xyz 2 1
Sn 1.275 -0.815 -0.905
C -2.270 -4.036 -0.912
C -1.128 -3.324 -1.253
N -0.982 -2.046 -0.908
C -1.981 -1.452 -0.245
C -3.071 -2.214 0.183
N -3.208 -3.486 -0.155
C -1.879 0.008 -0.019
C -3.010 0.748 0.286
C -2.910 2.127 0.463
C -1.652 2.701 0.293
C -0.565 1.907 -0.033
N -0.676 0.576 -0.182
C 0.757 2.504 -0.322
C 1.088 3.832 -0.036
N 2.223 4.371 -0.449
C 3.069 3.610 -1.130
C 2.804 2.262 -1.326
N 1.657 1.720 -0.922
C -4.090 2.943 0.791
C -4.003 3.981 1.715
C -5.149 4.707 2.005
N -6.317 4.470 1.423
C -6.400 3.491 0.532
C -5.319 2.693 0.186
H -2.419 -5.063 -1.222
H -0.324 -3.773 -1.822
H -3.837 -1.809 0.833
H -3.971 0.264 0.381
H -1.549 3.774 0.361
H 0.446 4.476 0.551
H 3.967 4.078 -1.511
H 3.509 1.607 -1.828
H -3.072 4.196 2.225
H -5.130 5.513 2.728
H -7.370 3.341 0.073
H -5.427 1.922 -0.567
N 3.573 -0.661 0.197
C 4.574 -1.399 -0.617
C 5.022 -2.713 0.025
C 4.157 -3.944 -0.264
C 2.905 -4.085 0.609
N 1.701 -3.365 0.096
H 3.848 0.314 0.269
H 3.608 -1.009 1.152
H 5.450 -0.774 -0.786
H 4.118 -1.599 -1.593
H 5.104 -2.591 1.109
H 6.032 -2.909 -0.335
H 4.767 -4.829 -0.081
H 3.884 -3.969 -1.324
H 3.111 -3.717 1.616
H 2.665 -5.147 0.699
H 0.939 -3.600 0.730
H 1.457 -3.806 -0.788
*
```

Computed properties:
frontier orbital gap = 6.783 eV
molar mass = 519.20 g/mol
highest occupied orbital energy = -14.2 eV
total energy = -1504.592018 a.u.